ORCA calculation (ωB97M-V/def2-TZVPD) on C6H6ClF12MgN2O9S4 as an isolated structure.

Element x y z (Å)
Mg1 7.916 -15.385 -1.919
C1 11.793 -14.769 -1.157
F1 11.548 -14.025 -0.092
F2 11.523 -14.096 -2.245
F3 13.078 -15.125 -1.122
S1 10.781 -16.320 -1.102
O1 10.579 -16.706 -2.456
O2 11.451 -17.233 -0.285
N1 9.264 -15.837 -0.581
S2 9.159 -16.243 1.013
O3 8.895 -17.647 1.165
O4 10.172 -15.642 1.810
C2 7.596 -15.453 1.504
F4 7.397 -15.727 2.795
F5 7.632 -14.140 1.336
F6 6.575 -15.976 0.802
C3 7.525 -11.615 -3.229
F7 6.511 -12.065 -3.937
F8 8.650 -11.799 -3.915
F9 7.365 -10.315 -3.004
S3 7.723 -12.459 -1.566
O5 9.085 -12.904 -1.553
O6 7.353 -11.557 -0.535
N2 6.775 -13.839 -1.625
S4 5.279 -13.387 -1.169
O7 5.021 -13.563 0.226
O8 4.867 -12.162 -1.781
C4 4.197 -14.627 -1.981
F10 4.321 -15.853 -1.421
F11 2.937 -14.223 -1.842
F12 4.478 -14.734 -3.288
Cl1 8.439 -15.206 -4.135
C5 7.138 -18.855 -3.423
C6 7.451 -18.226 -2.093
O9 6.692 -16.986 -1.955
H1 7.652 -19.805 -3.559
H2 7.399 -18.168 -4.229
H3 6.055 -19.023 -3.518
H4 8.497 -17.933 -2.100
H5 7.234 -18.885 -1.256
H6 5.764 -17.216 -1.871

- charge = -1
- frontier orbital gap (eV) = 9.10
- relative energy (zero: lowest compared OMol25 entry of this formula, charge and spin) (kcal/mol) = 0.0
- lowest unoccupied orbital energy (eV) = 2.344



ORCA calculation (ωB97M-V/def2-TZVPD) on C10H19N3O4 as an isolated structure.

Element x y z (Å)
C1 -1.454 -1.153 0.747
C2 -0.314 -1.168 -0.259
C3 -2.531 -0.657 -0.287
C4 -4.104 -0.812 0.122
C5 -2.299 0.802 -0.788
C6 -3.078 2.105 0.002
C7 2.130 -0.736 -0.859
C8 2.845 -1.705 0.175
C9 3.252 0.368 -1.067
C10 3.445 1.175 0.233
H1 -0.251 0.037 2.412
H2 -1.699 1.024 1.494
H3 -1.704 -2.191 1.175
H4 -2.330 -1.510 -1.052
H5 -4.468 -1.817 -0.100
H6 -4.722 -0.163 -0.565
H7 -4.040 -0.440 1.262
H8 -1.151 0.816 -0.466
H9 -2.331 0.873 -2.067
H10 -4.294 2.003 -0.201
H11 -2.941 3.146 -0.407
H12 -2.791 2.157 1.070
H13 1.269 0.287 0.599
H14 1.864 -1.272 -1.665
H15 2.963 1.014 -2.075
H16 4.228 -0.121 -1.321
H17 5.023 2.185 -0.905
H18 4.405 2.473 0.938
H19 2.609 -3.139 1.344
N1 -1.426 -0.161 1.745
N2 0.789 -0.081 -0.315
N3 4.442 1.989 -0.021
O1 -0.273 -1.961 -1.238
O2 4.090 -1.796 0.191
O3 2.871 1.098 1.315
O4 1.976 -2.671 0.834

- charge = 0
- frontier orbital gap (eV) = 9.49
- relative energy (zero: lowest compared OMol25 entry of this formula, charge and spin) (kcal/mol) = 207.0
- lowest unoccupied orbital energy (eV) = 0.479



ORCA calculation (ωB97M-V/def2-TZVPD) on a 11-piece molecular cluster, C49H129N11O11 overall.

Element x y z (Å)
C1 -2.542 3.559 -0.526
C2 -1.282 4.367 -0.557
C3 -0.350 3.545 -1.441
C4 -1.563 5.746 -1.123
C5 -0.547 6.790 -0.863
C6 -0.301 6.890 0.657
C7 0.152 5.503 1.234
C8 1.585 5.159 0.856
C9 0.109 5.536 2.730
N1 -0.944 4.578 0.866
O1 -0.512 3.319 1.408
H1 -3.433 3.958 -0.134
H2 -2.720 3.273 -1.596
H3 -2.405 2.521 0.010
H4 -0.903 2.773 -1.966
H5 0.234 4.176 -2.051
H6 0.328 2.908 -0.853
H7 -1.721 5.725 -2.223
H8 -2.527 6.074 -0.665
H9 0.381 6.519 -1.398
H10 -0.763 7.759 -1.330
H11 -1.259 7.112 1.160
H12 0.484 7.623 0.878
H13 2.228 6.071 1.137
H14 1.742 5.040 -0.263
H15 1.967 4.320 1.382
H16 -0.877 5.818 3.192
H17 0.863 6.304 2.948
H18 0.470 4.587 3.111
H19 0.066 2.891 0.787
C10 4.223 2.096 -5.831
O2 4.438 1.347 -4.684
C11 5.648 0.658 -4.694
C12 5.895 0.076 -3.230
C13 5.768 1.147 -2.167
N2 7.123 -0.655 -3.125
H20 3.783 1.538 -6.683
H21 5.110 2.534 -6.218
H22 3.539 2.877 -5.605
H23 5.729 -0.102 -5.488
H24 6.516 1.303 -4.855
H25 5.047 -0.641 -3.054
H26 6.531 1.996 -2.203
H27 5.709 0.664 -1.181
H28 4.784 1.634 -2.363
H29 7.146 -1.646 -3.167
H30 7.878 -0.295 -3.743
C14 -3.535 -2.920 -2.790
O3 -2.098 -2.637 -2.769
C15 -1.350 -3.768 -3.072
C16 -1.426 -4.296 -4.452
C17 -0.464 -5.485 -4.598
N3 -1.335 -3.263 -5.469
H31 -4.074 -1.989 -2.400
H32 -3.700 -3.796 -2.137
H33 -3.964 -3.083 -3.843
H34 -0.284 -3.465 -2.965
H35 -1.427 -4.621 -2.383
H36 -2.451 -4.735 -4.587
H37 0.502 -5.040 -4.352
H38 -0.534 -5.817 -5.617
H39 -0.812 -6.234 -3.874
H40 -0.419 -2.868 -5.562
H41 -1.999 -2.476 -5.282
C18 -1.191 -0.419 7.278
O4 -0.797 -1.123 6.084
C19 -1.688 -2.145 5.789
C20 -1.304 -2.802 4.434
C21 -2.494 -3.606 3.872
N4 -0.184 -3.767 4.540
H42 -2.000 0.320 7.120
H43 -0.354 0.168 7.692
H44 -1.605 -1.088 7.985
H45 -1.636 -2.929 6.569
H46 -2.645 -1.732 5.665
H47 -0.991 -1.977 3.755
H48 -3.394 -2.965 3.707
H49 -2.681 -4.412 4.610
H50 -2.181 -4.092 2.946
H51 0.663 -3.251 4.601
H52 -0.371 -4.176 5.445
C22 3.002 -3.654 -2.189
O5 2.973 -4.056 -3.561
C23 3.580 -3.074 -4.442
C24 3.399 -3.394 -5.949
C25 4.016 -2.244 -6.747
N5 1.970 -3.527 -6.121
H53 3.998 -3.376 -1.837
H54 2.766 -4.531 -1.562
H55 2.492 -2.732 -2.061
H56 3.177 -2.052 -4.237
H57 4.615 -3.085 -4.068
H58 3.870 -4.320 -6.204
H59 3.607 -1.307 -6.427
H60 3.976 -2.336 -7.815
H61 5.111 -2.319 -6.485
H62 1.654 -4.384 -5.761
H63 1.734 -3.620 -7.113
C26 1.728 0.238 -1.592
O6 0.498 0.411 -0.915
C27 -0.173 -0.832 -0.774
C28 -1.415 -0.642 0.132
C29 -1.137 -0.049 1.487
N6 -1.946 -2.005 0.278
H64 2.470 -0.081 -0.880
H65 2.003 1.225 -1.896
H66 1.642 -0.591 -2.322
H67 -0.461 -1.343 -1.743
H68 0.428 -1.564 -0.213
H69 -2.188 -0.064 -0.356
H70 -0.926 0.995 1.576
H71 -0.386 -0.633 2.120
H72 -2.085 -0.057 2.084
H73 -2.220 -2.383 -0.607
H74 -2.726 -2.091 0.936
C30 -2.667 1.093 -6.781
O7 -1.974 0.087 -6.244
C31 -0.617 0.187 -6.553
C32 0.153 0.336 -5.233
C33 -0.152 1.677 -4.581
N7 1.611 0.285 -5.542
H75 -3.629 1.104 -6.334
H76 -2.799 1.054 -7.861
H77 -2.230 2.068 -6.578
H78 -0.295 -0.756 -7.096
H79 -0.411 1.025 -7.193
H80 -0.261 -0.493 -4.623
H81 0.206 1.770 -3.524
H82 -1.242 1.904 -4.481
H83 0.279 2.526 -5.153
H84 1.830 -0.727 -5.584
H85 2.118 0.446 -4.689
C34 -5.037 1.451 6.542
O8 -3.837 2.094 6.874
C35 -3.568 3.178 5.858
C36 -2.859 2.645 4.565
C37 -1.319 2.439 4.795
N8 -3.066 3.454 3.336
H86 -5.224 0.779 7.369
H87 -4.885 0.745 5.677
H88 -5.832 2.168 6.426
H89 -4.546 3.598 5.744
H90 -2.929 3.877 6.410
H91 -3.251 1.625 4.451
H92 -1.130 1.574 5.381
H93 -0.763 3.294 5.279
H94 -0.817 2.222 3.849
H95 -2.476 3.121 2.548
H96 -4.015 3.546 3.040
C38 2.822 4.822 5.672
O9 2.276 3.536 5.908
C39 2.438 2.670 4.778
C40 1.903 1.284 5.011
C41 2.565 0.477 6.217
N9 1.984 0.445 3.774
H97 2.055 5.530 5.210
H98 3.697 4.698 4.999
H99 3.106 5.256 6.597
H100 1.956 3.162 3.976
H101 3.462 2.673 4.471
H102 0.863 1.454 5.330
H103 2.335 0.927 7.161
H104 3.607 0.538 6.138
H105 2.173 -0.529 6.166
H106 1.327 -0.308 3.860
H107 1.668 1.018 2.956
C42 5.137 -3.720 1.132
O10 3.727 -3.798 1.025
C43 3.037 -4.482 2.091
C44 1.570 -4.005 1.978
C45 0.932 -4.516 0.705
N10 1.513 -2.571 2.175
H108 5.566 -3.273 0.211
H109 5.571 -4.692 1.183
H110 5.399 -3.182 2.036
H111 3.353 -5.498 2.024
H112 3.410 -4.225 3.103
H113 1.043 -4.523 2.796
H114 1.330 -3.986 -0.219
H115 -0.150 -4.211 0.803
H116 1.010 -5.570 0.657
H117 0.650 -2.106 2.015
H118 2.127 -2.051 1.579
C46 -6.063 -3.805 0.915
O11 -5.438 -2.594 1.119
C47 -6.198 -1.477 0.745
C48 -5.199 -0.371 0.900
C49 -4.687 -0.297 2.259
N11 -5.900 0.856 0.516
H119 -7.082 -3.764 1.352
H120 -5.581 -4.566 1.452
H121 -6.176 -4.016 -0.138
H122 -6.500 -1.551 -0.280
H123 -7.009 -1.323 1.440
H124 -4.342 -0.490 0.230
H125 -4.066 -1.204 2.509
H126 -5.529 -0.221 2.926
H127 -3.988 0.599 2.393
H128 -6.250 0.855 -0.415
H129 -5.466 1.727 0.713

- SMILES = CC1(C)CCCC(C)(C)N1O.COC[C@H](C)N.COC[C@H](C)N.COC[C@H](C)N.COC[C@H](C)N.COC[C@H](C)N.COC[C@H](C)N.COC[C@H](C)N.COC[C@H](C)N.COC[C@H](C)N.COC[C@H](C)N
- charge = 0
- frontier orbital gap (eV) = 9.15
- relative energy (zero: lowest compared OMol25 entry of this formula, charge and spin) (kcal/mol) = 104.0
- lowest unoccupied orbital energy (eV) = 0.512



ORCA calculation (ωB97M-V/def2-TZVPD) on C4H8Br4ClNi as an isolated structure.

Element x y z (Å)
Ni1 2.309 -1.768 -2.390
Cl1 1.729 0.470 -1.502
Br1 -2.764 -1.082 -3.114
C1 -1.965 0.043 -1.705
C2 -1.850 1.515 -2.186
Br2 -3.675 2.346 -2.371
H1 -1.067 -0.535 -1.482
H2 -2.611 0.044 -0.827
H3 -1.340 1.545 -3.148
H4 -1.226 2.023 -1.450
Br3 -0.621 -0.845 1.468
C3 1.398 -0.540 1.772
C4 1.685 -0.570 3.250
Br4 3.656 -0.709 3.533
H5 1.654 0.441 1.372
H6 1.919 -1.297 1.187
H7 1.355 -1.434 3.827
H8 1.414 0.352 3.764

- spin multiplicity = 3
- charge = +1
- frontier orbital gap (spin up / spin down) (eV) = 7.52 / 2.68
- relative energy (zero: lowest compared OMol25 entry of this formula, charge and spin) (kcal/mol) = 29.6
- ⟨S²⟩ = 2.007
- lowest unoccupied orbital energy (spin up / spin down) (eV) = -4.957 / -9.799



Which of these has the highest relative energy (zero: lowest compared OMol25 entry of this formula, charge and spin)?
C10H19N3O4



What is the formula in the fourth record?
C4H8Br4ClNi